Computed, not measured: C21H20BrFeN6 as an isolated structure at a distorted geometry, with ωB97M-V/def2-TZVPD.

Calculated values
Electronic energy, hartree: -4977.8049
⟨S²⟩: 8.782
Net charge: +2
LUMO energy (alpha / beta), eV: -5.8 / -10.8
Spin multiplicity: 6

Last column: Mulliken spin population.
Geometry (Å):
Fe 10.918025 14.656752 5.353090  3.761
C 12.361973 16.201034 6.559063  0.096
C 12.359321 16.440663 5.242804  0.058
C 12.778527 15.242643 4.545698  0.108
C 13.097099 14.250477 5.478904  0.003
C 12.870511 14.834327 6.725949  0.134
H 12.091778 16.895421 7.424436  0.001
H 12.117103 17.271144 4.621181  0.004
H 12.814800 15.160487 3.469221  0.011
H 13.320738 13.182457 5.234636  0.003
H 12.829890 14.323483 7.655286  0.016
Br 4.892615 17.296456 5.365371  0.004
C 6.602646 16.613950 5.356507  0.012
C 7.723887 17.432435 5.146080  -0.002
C 8.973769 16.821452 5.015058  0.003
N 9.128067 15.455208 5.063062  0.042
C 7.981727 14.712392 5.267563  0.023
C 6.721272 15.281210 5.394899  0.003
H 7.522931 18.503689 5.098859  0.000
H 9.828050 17.385314 4.709526  -0.001
H 8.109332 13.664398 5.436137  -0.005
H 5.826277 14.678919 5.599918  0.000
C 10.667030 12.247208 7.866858  0.006
C 10.662435 11.853025 6.463501  -0.009
N 10.618691 12.679100 5.452671  -0.037
C 10.506661 11.859642 4.309909  0.041
C 10.577229 10.565888 4.699293  0.008
N 10.601201 10.545727 6.058061  0.016
C 10.979164 9.434085 6.995775  -0.013
N 12.432454 9.128017 6.924201  0.113
N 13.303504 9.945441 7.453206  -0.050
N 14.485230 9.498895 7.331055  0.093
C 14.397055 8.274977 6.664278  -0.020
C 15.434918 7.471684 6.281333  0.149
C 15.146029 6.259163 5.631642  0.166
C 13.816363 5.981161 5.358247  -0.042
C 12.778038 6.810348 5.642561  0.223
C 13.077597 8.072936 6.347965  0.052
H 10.697626 13.379939 7.906465  0.006
H 11.498285 11.825594 8.440713  0.000
H 9.738230 11.950477 8.374593  0.002
H 10.503442 12.367272 3.354884  0.016
H 10.647799 9.702166 4.044117  0.000
H 10.496282 8.537343 6.596394  0.002
H 10.603094 9.714716 7.972414  0.001
H 16.463286 7.568583 6.486257  0.005
H 15.983813 5.582737 5.312899  -0.002
H 13.605270 4.973899 5.002470  0.000
H 11.780641 6.644316 5.385374  0.002

Cartesian forces, eV/Å:
Fe 0.17 0.36 0.63
C 0.16 -0.40 3.69
C 0.40 -0.40 -3.48
C 0.24 0.87 -1.22
C 0.54 -1.04 -0.04
C -1.11 0.40 0.55
H 0.43 -1.13 -1.50
H -0.20 0.86 0.28
H 0.27 0.05 -0.04
H 0.09 1.30 0.45
H 0.45 -0.28 0.68
Br -0.53 0.60 0.20
C 0.38 2.07 -0.75
C 0.06 -0.39 0.24
C -1.54 -0.66 -0.51
N -2.52 0.73 0.39
C 0.78 1.34 0.32
C 0.47 -2.75 0.47
H 0.65 -0.26 -0.12
H 0.44 0.28 0.26
H 0.17 -0.50 -0.26
H 0.65 0.02 -0.27
C -0.20 1.55 1.18
C -0.25 -0.50 0.39
N -0.88 -1.73 -0.75
C 0.72 0.91 0.52
C -0.14 -0.36 -1.99
N 1.22 0.19 1.83
C 0.03 0.06 -2.47
N -2.24 -1.37 -1.08
N 1.24 1.77 1.28
N 0.12 -0.13 0.03
C 0.61 2.05 0.43
C 0.27 -1.57 -0.40
C 0.37 0.06 -0.42
C 0.26 -2.07 -0.32
C 0.14 2.97 1.52
C -0.27 -2.38 -0.73
H 0.11 -1.38 0.14
H 0.02 0.24 -0.16
H 0.13 0.01 -0.16
H -0.13 -0.61 -0.12
H -0.22 0.04 0.45
H -0.13 0.13 0.47
H 0.47 -0.28 0.19
H 0.95 1.07 0.59
H -1.12 0.67 0.48
H -0.20 0.37 -0.40
H -1.34 -0.81 -0.46